# 1
This record from OMol25 describes 10 unconnected molecules or ions with the total composition C50H100BrNO15P in a non-equilibrium geometry. The level of theory is ωB97M-V/def2-TZVPD.

LUMO energy   0.075 hartree
Gap between HOMO and LUMO   0.222 Eh
Max |F|   5.13 eV/Å
Total charge   -1

XYZ file:
```
168
Properties=species:S:1:pos:R:3:forces:R:3:lowdin_charge:R:1
C 5.205 -2.031 -0.129 -0.4 -0.5 0.4 -0.13
C 3.728 -2.182 0.552 0.5 -0.3 -0.6 -0.23
C 2.620 -1.399 -0.352 0.7 -1.1 1.6 -0.19
C 2.038 -2.483 -1.378 1.3 0.6 -0.2 -0.21
N 1.013 -1.973 -2.330 -0.4 0.1 1.5 -0.01
C 0.150 -0.926 -1.750 -1.3 1.1 -1.3 -0.37
O 0.637 0.423 -2.017 -1.2 -2.6 -0.2 -0.33
P -0.618 1.538 -1.466 1.7 2.3 1.5 0.54
C -1.803 2.702 -0.460 0.0 0.8 -0.6 -0.33
O -1.886 2.157 0.884 -1.8 0.6 -0.1 -0.28
C -3.180 2.378 1.478 -0.5 -0.7 0.6 -0.28
C -4.317 1.350 0.914 0.4 1.2 -0.5 -0.08
O -1.885 0.356 -1.796 0.9 -1.5 -1.3 -0.34
C -1.379 -0.906 -2.345 -1.1 0.6 0.8 -0.37
C -2.440 -1.952 -1.737 0.0 -0.7 0.8 -0.09
C -1.790 -3.229 -1.011 -1.2 -0.6 0.9 -0.09
C -2.919 -3.857 -0.027 0.3 -1.2 -2.1 -0.41
O -3.661 -4.750 -0.488 1.7 2.9 2.6 0.03
O -2.945 -3.373 1.300 -0.1 -0.8 -1.9 0.05
C -1.487 -1.077 -3.963 0.1 1.2 -0.3 -0.09
C -1.060 0.284 -4.730 4.1 -1.2 -0.2 -0.68
O 0.099 0.501 -5.112 -5.0 -0.5 1.1 -0.01
Br -2.570 1.593 -4.989 0.9 -0.7 -0.1 0.66
H 5.911 -1.448 0.554 -0.9 -0.7 -1.1 0.06
H 5.086 -1.514 -1.139 0.3 -0.6 1.4 0.06
H 5.673 -3.067 -0.323 -0.7 1.6 0.3 0.06
H 3.723 -1.823 1.640 0.2 -0.3 -1.7 0.08
H 3.525 -3.318 0.582 0.0 1.8 0.0 0.08
H 1.844 -1.015 0.405 0.9 -0.5 -1.5 0.11
H 3.149 -0.514 -0.833 -1.0 -1.1 0.4 0.11
H 1.700 -3.393 -0.763 0.2 1.3 -0.9 0.10
H 2.933 -2.844 -2.017 -1.3 0.4 1.0 0.13
H 1.404 -1.710 -3.240 -0.2 0.3 0.8 0.11
H -0.083 -1.040 -0.623 1.0 -0.1 -1.6 0.13
H -0.840 2.173 -2.742 -0.4 -0.4 -0.2 -0.02
H 0.447 2.537 -1.348 -0.1 -0.3 0.3 -0.02
H -0.273 1.049 -0.149 -0.3 -0.6 -0.1 0.03
H -1.264 3.721 -0.360 -1.0 -1.3 -0.4 0.09
H -2.820 2.823 -0.978 1.1 -0.2 1.0 0.09
H -3.503 3.478 1.328 0.4 -1.7 0.3 0.11
H -3.088 2.130 2.604 0.1 0.7 -1.7 0.11
H -4.670 0.616 1.722 0.5 1.1 -1.3 0.07
H -3.840 0.824 0.022 -0.7 0.4 1.2 0.06
H -5.185 1.986 0.518 1.0 -1.2 0.7 0.06
H -3.080 -1.412 -0.942 1.2 -0.5 -1.3 0.13
H -3.189 -2.335 -2.526 1.3 0.5 1.2 0.12
H -1.563 -4.062 -1.766 -0.1 1.3 1.3 0.13
H -0.902 -2.990 -0.332 -1.0 -0.2 -1.3 0.10
H -2.227 -2.721 1.456 -0.6 -0.5 -0.6 0.12
H -0.789 -1.928 -4.284 -0.9 1.4 0.4 0.12
H -2.550 -1.313 -4.307 1.4 0.4 0.7 0.10
C -4.713 -7.784 -1.310 -0.1 0.4 0.1 -0.19
C -5.644 -8.966 -1.151 0.0 -0.3 0.3 -0.18
C -5.897 -9.365 -2.592 -0.1 0.0 -0.3 -0.22
O -4.717 -9.023 -3.330 -0.1 0.0 0.3 -0.14
C -3.878 -8.200 -2.505 0.3 -0.1 -0.1 -0.20
H -4.112 -7.575 -0.424 -0.1 0.1 -0.1 0.11
H -5.290 -6.887 -1.551 0.1 0.0 0.1 0.12
H -5.129 -9.776 -0.624 -0.1 0.0 0.0 0.11
H -6.561 -8.733 -0.606 0.0 0.0 -0.1 0.11
H -6.734 -8.802 -3.019 -0.1 0.0 0.1 0.11
H -6.102 -10.433 -2.702 0.1 0.0 -0.1 0.11
H -3.017 -8.803 -2.197 0.1 0.1 0.0 0.11
H -3.518 -7.347 -3.082 0.0 -0.1 0.0 0.12
C 4.458 -0.361 6.015 -0.1 -0.3 0.3 -0.18
C 5.584 0.548 5.576 0.1 0.5 0.0 -0.18
C 5.989 -0.068 4.252 0.1 -0.2 -0.3 -0.21
O 4.810 -0.660 3.692 0.1 0.1 0.4 -0.15
C 3.787 -0.689 4.696 -0.3 0.1 -0.3 -0.20
H 3.779 0.096 6.736 0.0 0.0 -0.1 0.11
H 4.870 -1.272 6.462 -0.1 0.1 0.0 0.11
H 5.201 1.562 5.415 0.1 -0.1 0.0 0.11
H 6.408 0.605 6.290 0.0 0.0 -0.1 0.11
H 6.729 -0.864 4.393 0.1 0.1 0.0 0.12
H 6.397 0.667 3.554 -0.1 -0.1 -0.1 0.12
H 3.038 0.065 4.433 -0.1 -0.1 0.1 0.12
H 3.306 -1.670 4.702 0.1 0.0 -0.1 0.12
C 2.460 5.874 -3.043 -0.2 0.2 -0.2 -0.18
C 3.464 6.292 -1.991 0.4 0.1 0.2 -0.18
C 2.680 6.092 -0.710 -0.3 -0.2 0.2 -0.20
O 1.762 5.017 -0.947 0.2 0.3 -0.2 -0.15
C 1.738 4.732 -2.353 -0.1 -0.4 0.1 -0.22
H 2.913 5.580 -3.992 0.0 0.0 0.0 0.11
H 1.762 6.696 -3.237 0.0 0.0 0.0 0.11
H 4.326 5.615 -2.011 0.0 0.0 0.0 0.12
H 3.829 7.310 -2.113 -0.1 -0.2 0.1 0.08
H 2.093 6.985 -0.459 0.1 0.1 0.0 0.11
H 3.321 5.847 0.140 -0.1 0.0 0.0 0.10
H 2.257 3.781 -2.510 -0.1 0.0 -0.1 0.12
H 0.705 4.623 -2.689 0.0 -0.1 0.1 0.11
C 4.426 5.902 4.539 0.0 -0.3 0.3 -0.18
C 5.552 6.820 4.119 0.1 0.5 0.1 -0.19
C 5.984 6.207 2.802 0.1 -0.3 -0.3 -0.21
O 4.819 5.606 2.222 0.2 0.2 0.4 -0.15
C 3.779 5.568 3.209 -0.3 0.0 -0.3 -0.20
H 3.731 6.354 5.249 0.0 0.0 -0.1 0.11
H 4.837 4.994 4.993 -0.1 0.1 0.0 0.11
H 5.163 7.831 3.952 0.1 0.0 0.0 0.11
H 6.363 6.883 4.847 0.0 0.0 -0.1 0.11
H 6.727 5.418 2.955 0.1 0.1 0.0 0.12
H 6.398 6.946 2.111 -0.1 -0.1 -0.1 0.12
H 3.029 6.317 2.934 -0.1 -0.1 0.1 0.12
H 3.306 4.585 3.207 0.0 0.1 -0.1 0.12
C -7.912 1.722 -4.804 -0.3 0.2 -0.3 -0.19
C -6.476 1.249 -4.874 0.2 -0.4 -0.1 -0.19
C -5.792 2.171 -3.885 0.3 0.2 0.2 -0.24
O -6.767 2.501 -2.884 -0.3 -0.1 -0.3 -0.14
C -8.057 2.073 -3.336 0.1 0.0 0.4 -0.22
H -8.637 0.977 -5.138 0.0 0.0 0.0 0.11
H -8.037 2.621 -5.418 0.0 -0.1 0.0 0.11
H -6.410 0.213 -4.526 0.0 0.1 0.0 0.12
H -6.044 1.301 -5.875 0.0 0.0 0.1 0.11
H -5.475 3.104 -4.364 0.1 0.0 -0.1 0.11
H -4.923 1.709 -3.413 -0.1 0.1 0.1 0.07
H -8.346 1.197 -2.745 -0.1 0.0 0.0 0.11
H -8.788 2.867 -3.164 0.1 0.0 0.1 0.11
C 0.694 -7.195 0.254 -0.4 0.2 -0.2 -0.17
C 1.823 -8.018 -0.326 0.2 -0.4 0.1 -0.18
C 2.843 -6.952 -0.675 0.1 0.3 -0.2 -0.20
O 2.669 -5.886 0.268 -0.2 -0.3 -0.1 -0.16
C 1.446 -6.102 0.986 0.2 0.1 0.4 -0.19
H 0.026 -7.762 0.905 0.0 0.1 0.0 0.11
H 0.097 -6.761 -0.555 0.0 0.0 0.1 0.11
H 2.228 -8.686 0.442 0.0 0.0 -0.1 0.11
H 1.529 -8.624 -1.185 0.0 0.1 0.0 0.11
H 2.666 -6.545 -1.677 0.0 -0.1 0.0 0.12
H 3.870 -7.321 -0.626 0.0 0.1 0.0 0.11
H 1.706 -6.412 2.004 -0.1 0.1 0.0 0.11
H 0.882 -5.168 1.040 0.1 0.0 0.0 0.11
C 5.336 9.536 -5.561 -0.2 0.2 -0.3 -0.18
C 6.340 9.953 -4.510 0.5 0.0 0.0 -0.18
C 5.554 9.755 -3.228 -0.3 0.0 0.2 -0.20
O 4.635 8.681 -3.466 0.4 0.5 -0.4 -0.17
C 4.612 8.396 -4.872 -0.1 -0.4 0.1 -0.20
H 5.789 9.241 -6.510 0.0 0.0 0.1 0.11
H 4.639 10.358 -5.756 0.0 -0.1 0.0 0.12
H 7.200 9.275 -4.529 0.0 0.1 0.0 0.12
H 6.707 10.973 -4.632 0.0 -0.1 0.0 0.11
H 4.969 10.647 -2.979 0.1 0.1 0.0 0.12
H 6.194 9.509 -2.378 -0.1 -0.1 0.0 0.12
H 5.131 7.444 -5.029 0.0 0.0 -0.1 0.12
H 3.579 8.289 -5.208 0.0 0.0 0.1 0.12
C -9.086 3.823 2.964 -0.2 0.4 0.1 -0.19
C -9.603 2.659 2.148 -0.2 -0.4 0.1 -0.18
C -8.623 2.627 0.991 0.2 0.1 -0.3 -0.20
O -7.371 3.111 1.494 -0.4 0.1 0.2 -0.15
C -7.586 3.689 2.788 0.4 -0.2 0.0 -0.20
H -9.396 3.797 4.011 0.0 0.0 -0.1 0.11
H -9.432 4.765 2.527 0.0 0.0 0.1 0.11
H -9.525 1.734 2.729 0.0 0.0 -0.1 0.11
H -10.639 2.773 1.826 0.1 0.0 0.0 0.11
H -8.940 3.294 0.183 -0.1 -0.1 0.0 0.12
H -8.490 1.623 0.582 0.1 0.1 0.0 0.12
H -7.158 3.011 3.534 0.0 0.1 0.1 0.12
H -7.069 4.649 2.852 0.1 -0.1 -0.1 0.12
C 3.850 -8.025 5.861 0.2 0.1 0.4 -0.18
C 2.663 -8.881 5.480 -0.1 -0.4 -0.2 -0.18
C 1.578 -7.842 5.278 -0.2 0.3 0.1 -0.21
O 2.226 -6.646 4.825 0.1 -0.3 0.2 -0.15
C 3.642 -6.795 4.999 0.0 0.2 -0.3 -0.20
H 4.814 -8.507 5.689 -0.1 0.1 0.0 0.11
H 3.787 -7.754 6.920 0.0 0.0 -0.1 0.11
H 2.866 -9.397 4.536 0.0 0.0 0.1 0.11
H 2.402 -9.630 6.229 0.0 0.1 0.0 0.11
H 1.068 -7.611 6.220 -0.1 -0.1 0.0 0.12
H 0.830 -8.154 4.545 0.0 0.1 0.0 0.12
H 4.089 -6.926 4.007 0.1 0.0 0.0 0.12
H 4.054 -5.891 5.450 -0.1 0.0 -0.1 0.12
```
Forces are in eV/Å.

---

# 2
This record from OMol25 describes a gas-phase ion, C5H12NO (charge +2) in a non-equilibrium geometry. The level of theory is ωB97M-V/def2-TZVPD.

Multiplicity   2
LUMO energy (alpha / beta)   -0.387 / -0.539 hartree
Energy relative to the best compared isomer or geometry (same formula, charge and spin)   291.7 kJ/mol
Gap between HOMO and LUMO (alpha / beta)   0.366 / 0.212 Eh
Max |F|   4.09 eV/Å
Total charge   +2

XYZ file:
```
19
Properties=species:S:1:pos:R:3:forces:R:3:nbo_charge:R:1
O -2.644 -1.054 0.377 0.1 -0.3 -0.6 -0.11
C -2.075 -0.330 -0.345 -0.4 1.9 0.1 0.45
C -0.795 0.444 0.126 3.2 -0.1 2.5 -0.06
C 0.457 -0.442 -0.297 -0.1 0.6 0.3 -0.18
C 0.648 -0.654 -1.778 1.6 0.6 -0.1 -0.67
C 1.684 0.339 0.320 -0.9 -0.1 -0.5 -0.58
N -0.775 0.474 1.694 -0.3 0.3 0.1 -0.71
H -2.387 0.223 -1.271 -0.3 -1.0 -0.4 0.34
H -0.614 1.517 -0.106 -1.1 -0.8 -0.9 0.31
H 0.393 -1.369 0.277 -0.3 -0.3 -0.3 0.24
H 1.341 -1.473 -1.913 -0.4 -0.9 0.0 0.29
H 1.284 0.107 -2.240 -0.4 0.7 0.3 0.27
H -0.201 -0.722 -2.423 -0.9 -0.5 -0.2 0.25
H 2.534 -0.075 -0.200 0.4 0.0 -0.1 0.30
H 1.792 0.140 1.372 0.2 0.0 0.4 0.21
H 1.618 1.406 0.132 0.2 0.2 -0.1 0.24
H -0.738 1.456 2.049 -0.7 -0.6 -0.2 0.48
H -1.575 -0.060 2.065 0.1 0.6 0.3 0.47
H 0.053 0.073 2.163 0.0 -0.3 -0.7 0.47
```
Forces are in eV/Å.